The following is a DFT calculation (ωB97M-V/def2-TZVPD) of a molecular structure, C38H49Br2HfNO4S2.

The geometry in XYZ format:
```
97
Properties=species:S:1:pos:R:3:forces:R:3
Hf 0.051 0.200 -0.827 0.66 -0.35 -0.70
C 5.456 -2.939 2.860 0.00 -0.01 0.02
C 4.555 -2.267 3.906 0.00 0.02 0.01
C 4.183 -3.310 4.960 -0.01 0.02 0.01
C 5.324 -1.126 4.586 0.02 -0.01 0.00
C 3.321 -1.688 3.218 0.02 -0.01 -0.02
C 3.475 -0.840 2.127 -0.03 0.04 0.08
C 2.341 -0.368 1.507 0.05 0.01 -0.04
Br 2.610 0.767 -0.046 0.33 -0.11 0.21
C 1.031 -0.680 1.866 -0.07 -0.12 0.08
O 0.000 -0.282 1.083 0.37 -0.14 1.11
C 0.872 -1.433 3.044 -0.08 0.14 0.04
C 2.022 -1.932 3.654 -0.01 0.01 -0.01
C -0.506 -1.605 3.697 0.02 -0.03 0.00
C -0.418 -2.381 5.014 -0.01 0.00 -0.01
C -1.483 -2.348 2.781 0.00 -0.03 -0.01
C -1.068 -0.209 4.014 -0.01 -0.01 -0.01
H 6.318 -3.392 3.349 0.01 0.00 0.00
H 5.836 -2.226 2.127 -0.01 0.00 -0.02
H 4.916 -3.727 2.330 0.00 -0.01 0.00
H 5.093 -3.757 5.361 0.01 0.00 0.01
H 3.576 -4.114 4.540 0.01 -0.02 -0.01
H 3.644 -2.868 5.800 -0.02 0.00 0.00
H 6.192 -1.522 5.115 0.01 0.00 0.00
H 4.694 -0.607 5.310 0.00 0.00 0.01
H 5.682 -0.395 3.860 0.00 0.02 -0.01
H 4.453 -0.544 1.774 0.01 -0.02 -0.02
H 1.895 -2.542 4.533 0.00 -0.01 0.02
H -0.075 -3.406 4.864 0.01 -0.01 0.00
H -1.413 -2.431 5.459 -0.01 0.00 0.00
H 0.238 -1.893 5.736 0.01 0.01 0.01
H -1.064 -3.299 2.441 0.01 0.00 0.00
H -1.741 -1.745 1.915 0.00 0.01 -0.05
H -2.403 -2.565 3.327 -0.01 -0.01 0.00
H -0.413 0.323 4.706 0.00 0.00 0.00
H -2.050 -0.303 4.481 0.00 0.00 0.01
H -1.179 0.389 3.110 0.00 0.02 -0.02
O -0.069 2.202 0.058 -0.18 0.13 -0.16
S -0.848 3.110 1.010 0.06 0.02 0.10
C -1.169 4.597 0.042 0.01 -0.03 -0.03
C -1.964 4.400 -1.254 -0.01 -0.04 0.01
C -1.162 4.669 -2.525 -0.02 0.03 -0.02
C -0.079 3.656 -2.852 0.01 -0.04 0.04
S -0.587 1.993 -3.365 -0.53 0.14 0.03
O -1.230 1.345 -2.098 -0.17 0.17 -0.49
C -1.978 2.362 -4.397 0.00 -0.10 0.00
C -1.698 2.842 -5.670 -0.02 0.01 -0.01
C -2.756 3.133 -6.516 0.01 0.01 0.00
C -4.063 2.924 -6.092 0.01 0.01 0.00
C -4.319 2.423 -4.823 -0.01 0.00 0.01
C -3.272 2.134 -3.960 -0.01 0.05 0.01
C -2.519 2.486 1.109 -0.01 -0.06 -0.03
C -3.472 3.264 1.756 0.02 0.01 0.01
C -4.775 2.800 1.839 0.00 0.01 0.00
C -5.119 1.569 1.296 0.01 -0.01 -0.01
C -4.155 0.785 0.678 0.01 0.00 0.04
C -2.853 1.249 0.591 0.10 0.09 0.09
H -0.173 5.018 -0.120 -0.01 0.01 0.01
H -1.675 5.259 0.747 0.02 0.01 0.00
H -2.813 5.084 -1.240 0.01 0.00 0.01
H -2.388 3.395 -1.288 -0.02 0.01 0.00
H -0.671 5.643 -2.453 -0.02 0.01 0.00
H -1.853 4.742 -3.367 0.02 0.01 0.00
H 0.601 3.474 -2.015 0.03 0.01 -0.03
H 0.529 3.987 -3.699 0.00 0.02 0.00
H -0.677 2.987 -6.002 0.01 -0.02 -0.01
H -2.560 3.510 -7.510 0.00 0.01 0.00
H -4.884 3.146 -6.758 -0.01 0.00 -0.01
H -5.338 2.253 -4.504 -0.01 0.00 0.00
H -3.455 1.739 -2.970 0.01 -0.01 0.00
H -3.210 4.218 2.198 0.00 0.00 0.01
H -5.523 3.402 2.336 0.00 0.00 0.01
H -6.138 1.214 1.368 -0.01 0.00 0.00
H -4.416 -0.187 0.282 0.00 -0.01 -0.01
H -2.083 0.625 0.161 -0.31 -0.05 0.06
C -0.487 -1.314 -4.336 -0.03 -0.01 -0.06
C 0.897 -1.054 -3.731 0.56 -0.21 0.01
C 1.845 -0.350 -4.686 -0.06 0.02 -0.11
O 0.825 -0.320 -2.519 -0.40 0.33 -0.05
H -0.469 -1.155 -5.414 -0.02 -0.03 -0.02
H -1.248 -0.655 -3.919 0.01 0.07 0.03
H -0.820 -2.339 -4.163 0.00 0.03 0.03
H 1.349 -2.023 -3.479 -0.01 0.02 0.00
H 1.410 0.579 -5.059 0.02 -0.03 0.01
H 2.052 -0.992 -5.542 0.00 0.02 -0.01
H 2.789 -0.121 -4.192 0.01 -0.02 0.02
Br -1.711 -2.140 -0.879 -0.11 0.09 -0.26
C 0.003 -3.001 -0.861 0.06 -0.02 0.06
C 0.087 -4.359 -1.078 0.02 0.04 0.02
C 1.368 -4.890 -1.122 -0.01 0.02 0.00
C 2.458 -4.044 -0.975 -0.02 -0.01 0.02
C 2.241 -2.695 -0.765 0.03 0.03 0.13
N 1.011 -2.171 -0.684 -0.32 -0.16 -0.12
H -0.797 -4.965 -1.213 -0.01 -0.01 0.01
H 1.508 -5.950 -1.284 0.00 0.00 0.00
H 3.469 -4.421 -1.021 0.00 -0.01 -0.01
H 3.066 -2.005 -0.650 -0.01 0.01 0.00
```
Forces are in eV/Å.

As for the total charge: +2.

=====

The following is a DFT calculation (ωB97M-V/def2-TZVPD) of a molecular structure, C38H49ClO6PSSr.

The geometry in XYZ format:
```
97
Properties=species:S:1:pos:R:3:forces:R:3
Sr -0.438 -0.201 0.262 -0.53 0.77 -0.15
O 2.944 -2.048 1.754 0.03 -0.02 0.03
C 1.885 -1.465 1.949 0.05 -0.01 0.04
O 1.573 -0.282 1.552 -0.09 -0.30 -0.09
C 0.814 -2.172 2.827 0.03 -0.01 0.04
C -0.034 -1.165 3.621 -0.03 0.01 0.03
C -0.652 -1.839 4.849 0.01 0.00 0.00
C -1.745 -2.718 4.192 0.02 -0.01 -0.01
C -1.580 -2.357 2.711 -0.03 0.01 0.06
O -1.196 -0.961 2.780 0.15 -0.12 -0.18
C -0.325 -3.016 2.128 0.04 -0.11 -0.01
C -0.331 -3.056 0.578 0.02 -0.09 0.08
O 0.603 -3.644 0.020 0.00 -0.04 0.00
O -1.293 -2.450 0.004 0.27 -0.02 0.08
H 1.373 -2.823 3.499 0.00 0.00 0.00
H 0.455 -0.208 3.787 0.00 0.00 0.00
H -1.090 -1.097 5.517 0.00 0.00 0.00
H 0.086 -2.412 5.411 0.00 0.00 -0.01
H -2.740 -2.447 4.546 0.00 0.01 -0.01
H -1.600 -3.785 4.365 0.00 0.00 0.00
H -2.462 -2.453 2.087 0.00 0.00 0.00
H -0.242 -4.056 2.446 0.03 0.00 0.00
Cl -3.995 -0.257 0.355 0.03 0.00 -0.02
C -3.613 -0.463 -1.352 0.04 -0.02 0.04
C -4.154 -1.550 -2.006 -0.01 0.00 0.01
C -3.856 -1.783 -3.341 0.01 0.00 0.00
C -2.997 -0.893 -3.984 -0.01 0.01 0.02
C -2.457 0.186 -3.317 0.03 -0.01 0.00
C -2.730 0.468 -1.949 0.11 0.01 0.01
C -2.100 1.530 -1.242 0.09 0.05 -0.01
H -4.799 -2.223 -1.455 0.00 0.00 0.00
H -4.271 -2.638 -3.857 0.00 0.00 0.00
H -2.752 -1.043 -5.031 0.00 0.00 0.00
H -1.801 0.872 -3.845 0.00 0.00 0.00
H -2.665 1.952 -0.420 -0.04 0.03 0.05
H -1.603 2.271 -1.868 -0.02 0.01 0.00
O 0.874 -0.693 -1.798 -0.12 0.05 0.05
S 0.797 -1.974 -2.586 -0.13 -0.10 0.10
C 0.844 -1.442 -4.328 0.04 -0.04 -0.04
C 1.871 -0.403 -4.644 -0.01 -0.01 0.01
C 1.719 0.897 -4.164 0.01 0.01 0.01
C 2.682 1.858 -4.430 -0.01 -0.01 0.00
C 3.803 1.537 -5.184 0.00 0.00 -0.01
C 3.955 0.249 -5.675 0.00 0.00 0.00
C 2.994 -0.714 -5.404 -0.01 0.01 0.01
C 2.440 -2.699 -2.394 0.03 0.03 0.01
C 2.516 -4.026 -3.090 -0.02 0.02 0.02
C 3.429 -4.252 -4.115 -0.01 -0.01 0.01
C 3.471 -5.478 -4.767 0.01 0.01 0.00
C 2.591 -6.486 -4.402 -0.01 -0.01 0.01
C 1.682 -6.268 -3.375 0.01 0.00 -0.01
C 1.642 -5.048 -2.716 -0.02 -0.01 -0.02
H -0.171 -1.071 -4.478 0.00 0.00 0.00
H 0.968 -2.355 -4.915 0.02 0.01 0.00
H 0.850 1.142 -3.567 0.00 0.00 0.00
H 2.559 2.861 -4.043 0.00 0.00 0.00
H 4.554 2.290 -5.390 0.00 0.00 0.00
H 4.823 -0.007 -6.271 0.00 0.00 0.00
H 3.106 -1.719 -5.795 0.01 -0.03 0.00
H 2.515 -2.799 -1.308 0.00 -0.01 0.00
H 3.179 -1.978 -2.747 0.01 -0.01 -0.01
H 4.123 -3.467 -4.390 0.00 0.02 -0.02
H 4.192 -5.644 -5.557 0.00 0.00 0.00
H 2.619 -7.441 -4.911 0.00 0.00 0.00
H 0.999 -7.056 -3.080 0.00 0.00 0.00
H 0.949 -4.870 -1.900 0.02 0.01 0.01
C -1.960 1.941 4.729 -0.01 0.00 0.01
C -0.989 3.049 4.305 -0.01 -0.03 0.01
C -1.509 4.399 4.801 -0.02 0.03 0.01
P -0.552 2.841 2.502 0.04 0.06 -0.13
C -1.725 3.887 1.508 -0.02 0.02 0.01
C -1.601 5.409 1.508 -0.03 0.02 -0.06
C -3.163 3.453 1.800 -0.03 0.01 -0.03
C 1.084 3.723 2.348 -0.02 -0.02 0.04
C 1.266 5.063 3.059 0.02 0.05 0.05
C 2.199 2.770 2.793 0.00 0.00 0.04
H -2.054 1.911 5.818 0.00 0.00 0.00
H -1.639 0.963 4.374 0.01 -0.01 -0.01
H -2.955 2.120 4.317 0.01 0.00 0.01
H -0.028 2.849 4.798 -0.01 0.00 0.00
H -2.493 4.615 4.382 0.03 0.01 0.03
H -0.850 5.228 4.555 -0.02 -0.01 0.01
H -1.622 4.372 5.889 0.00 0.00 0.00
H -1.493 3.544 0.493 -0.02 0.01 0.00
H -1.790 5.844 2.490 0.00 0.00 -0.01
H -2.335 5.829 0.814 -0.01 -0.01 0.00
H -0.616 5.735 1.173 -0.08 -0.01 -0.04
H -3.503 3.825 2.769 0.00 -0.02 -0.05
H -3.267 2.366 1.798 0.00 -0.02 -0.01
H -3.838 3.848 1.037 0.00 0.00 -0.01
H 1.181 3.883 1.267 0.00 -0.02 0.00
H 1.245 4.926 4.143 0.04 -0.01 -0.01
H 0.514 5.805 2.797 0.11 -0.06 0.09
H 2.248 5.477 2.811 0.01 0.00 0.00
H 2.108 2.555 3.863 0.01 0.02 -0.01
H 3.176 3.237 2.642 -0.01 -0.02 -0.01
H 2.177 1.816 2.268 -0.02 -0.06 -0.07
```
Forces are in eV/Å.

As for the total charge: -1.

=====

It is found that the total energy values, taken in the order of the records, are -7825.19218 -3159.48899 a.u..
It is found that the HOMO level values, taken in the order of the records, are -0.47504 -0.13191 Ha.
It is found that the ΔE to the lowest compared entry with this formula, charge and spin values, taken in the order of the records, are 31.32 0.00 kcal per mole.